{
  "formula": "C38H47Cl3N5NaO4SSi3",
  "method": "the ωB97M-V functional and the def2-TZVPD basis",
  "e_tot_ha": -4860.63296,
  "homo_ev": -6.62,
  "orbital_gap_ev": 5.57,
  "relative_energy_kj_mol": 4.9,
  "charge": 0,
  "species": ["Na", "O", "N", "O", "C", "C", "C", "C", "C", "C", "N", "C", "C", "N", "C", "C", "C", "C", "H", "H", "H", "H", "H", "H", "H", "C", "O", "Si", "C", "C", "C", "Si", "C", "C", "C", "Si", "C", "C", "C", "H", "H", "H", "H", "H", "H", "H", "H", "H", "H", "H", "H", "H", "H", "H", "H", "H", "H", "H", "H", "H", "H", "H", "H", "H", "H", "H", "Cl", "C", "C", "C", "C", "C", "C", "N", "C", "C", "N", "C", "O", "C", "C", "C", "Cl", "S", "C", "C", "C", "Cl", "C", "H", "H", "H", "H", "H", "H", "H", "H", "H", "H", "H", "H", "H"],
  "positions_angstrom": [[0.131711, 0.151801, -1.484600], [-0.812515, 4.300014, -8.196720], [0.099592, 3.789136, -7.580568], [1.278373, 3.933789, -7.836623], [-0.254589, 2.901894, -6.457017], [-1.386189, 2.189976, -6.604342], [-1.779254, 1.246566, -5.606519], [-2.926947, 0.448014, -5.748115], [-3.234287, -0.452914, -4.765632], [-2.380760, -0.543662, -3.656652], [-1.303977, 0.193934, -3.496169], [-0.998684, 1.091390, -4.453583], [0.184044, 1.919956, -4.277599], [0.864195, 1.776692, -3.125915], [1.963459, 2.473468, -2.948376], [2.446525, 3.385281, -3.894683], [1.757590, 3.560726, -5.063656], [0.587877, 2.807895, -5.291934], [-1.988745, 2.320533, -7.492565], [-3.546886, 0.553472, -6.629819], [-4.103719, -1.091319, -4.832612], [-2.589693, -1.263977, -2.871472], [2.492616, 2.302558, -2.018506], [3.355540, 3.936339, -3.697897], [2.112207, 4.253516, -5.809561], [-0.952196, -2.515462, 0.406175], [0.051528, -1.786256, -0.248221], [1.581527, -2.345190, -0.748410], [2.146544, -3.617364, 0.525908], [1.209697, -3.360947, -2.294619], [2.538653, -0.848378, -0.981614], [3.023277, -0.058649, 0.585201], [3.232061, 1.828250, 0.501226], [4.631303, -0.700712, 1.349589], [1.737811, -0.258565, 1.970823], [3.807143, -0.913335, -2.291406], [3.114669, -0.928389, -4.055297], [4.936347, -2.431266, -2.185931], [5.027924, 0.538365, -2.278574], [-0.548466, -3.397367, 0.911905], [-1.724310, -2.852706, -0.295500], [-1.430579, -1.880314, 1.158139], [1.516021, -4.511240, 0.531726], [2.194362, -3.224627, 1.542749], [3.157287, -3.936294, 0.255138], [0.505913, -4.160083, -2.041186], [2.096292, -3.830207, -2.725253], [0.748711, -2.744868, -3.071111], [3.975737, 2.143732, -0.233327], [3.557823, 2.203239, 1.476088], [2.285668, 2.326776, 0.264090], [5.487467, -0.560871, 0.685121], [4.548194, -1.772667, 1.549201], [4.857123, -0.197657, 2.294383], [0.747958, 0.100140, 1.678673], [2.078246, 0.322151, 2.834263], [1.615346, -1.292960, 2.296936], [2.522126, -1.824068, -4.249829], [3.933769, -0.911584, -4.780316], [2.478279, -0.061224, -4.248831], [4.373970, -3.366273, -2.249307], [5.470579, -2.437023, -1.231705], [5.679776, -2.437199, -2.988323], [4.564766, 1.501736, -2.502503], [5.782216, 0.356959, -3.049832], [5.552960, 0.635534, -1.325808], [-1.449672, 2.766526, 9.774325], [-1.864216, 2.179516, 8.196946], [-3.190045, 2.163121, 7.797373], [-3.505547, 1.687399, 6.535457], [-2.523107, 1.228032, 5.665428], [-2.887053, 0.735601, 4.279979], [-2.739867, 1.864204, 3.263052], [-2.693348, 1.375045, 1.899210], [-3.666579, 0.672795, 1.229365], [-3.127191, 0.366276, 0.016175], [-1.851936, 0.867290, -0.080247], [-1.629670, 1.464889, 1.065159], [-4.228164, 0.290944, 4.215653], [-4.431133, -0.989310, 4.814658], [-3.832811, -2.113593, 4.024588], [-4.416722, -2.673810, 2.927511], [-5.921027, -2.221681, 2.234582], [-3.503994, -3.958955, 2.261486], [-2.289727, -3.758285, 3.451405], [-2.590907, -2.754459, 4.315694], [-1.202111, 1.268452, 6.100082], [0.069177, 0.730223, 5.042519], [-0.857528, 1.735343, 7.357556], [-3.960791, 2.516417, 8.467433], [-4.537369, 1.659557, 6.210156], [-2.208607, -0.073897, 3.989446], [-1.808931, 2.399289, 3.446835], [-3.569612, 2.562210, 3.390173], [-4.619966, 0.454730, 1.674190], [-3.589275, -0.180087, -0.789346], [-0.719659, 1.967130, 1.356387], [-5.512465, -1.105978, 4.877285], [-4.026661, -0.997031, 5.831634], [-1.415975, -4.388986, 3.443824], [-1.954285, -2.469606, 5.142635], [0.175768, 1.752481, 7.672091]],
  "forces_ev_per_a": [[-0.013, 0.059, 0.104], [0.014, -0.014, 0.001], [0.002, 0.041, -0.007], [-0.020, -0.009, -0.006], [-0.005, -0.005, -0.001], [0.001, -0.001, -0.007], [-0.003, 0.007, -0.005], [-0.001, 0.003, 0.011], [-0.001, 0.001, -0.008], [0.025, -0.047, 0.012], [-0.029, -0.022, -0.006], [-0.036, 0.030, 0.002], [0.041, -0.043, -0.027], [-0.014, 0.065, -0.003], [-0.041, 0.028, 0.010], [0.011, -0.002, -0.005], [0.000, 0.002, -0.007], [0.010, -0.025, 0.016], [0.001, -0.002, -0.004], [0.000, -0.001, -0.003], [-0.002, 0.002, -0.001], [0.015, 0.013, -0.003], [-0.006, 0.004, -0.001], [-0.002, -0.001, 0.004], [-0.002, 0.001, 0.005], [0.057, -0.028, -0.002], [-0.133, 0.009, -0.020], [-0.012, -0.024, -0.008], [0.011, -0.025, -0.014], [-0.017, 0.017, -0.004], [0.083, -0.017, -0.007], [-0.025, 0.012, 0.014], [-0.004, -0.013, 0.006], [-0.002, 0.004, 0.001], [0.024, 0.010, 0.009], [-0.025, 0.003, 0.009], [0.015, -0.012, 0.012], [0.009, 0.017, -0.010], [0.004, -0.003, -0.002], [-0.001, -0.024, 0.034], [-0.002, -0.001, 0.000], [-0.018, -0.008, -0.008], [-0.001, -0.001, 0.008], [0.004, 0.005, -0.003], [-0.002, -0.010, -0.003], [0.001, -0.005, 0.002], [0.014, 0.002, -0.004], [0.000, 0.004, -0.005], [0.002, -0.010, -0.011], [-0.002, 0.007, 0.001], [-0.007, -0.009, -0.008], [-0.007, 0.001, -0.006], [0.001, -0.003, 0.001], [0.003, -0.002, 0.005], [0.009, 0.012, -0.012], [-0.022, 0.014, 0.015], [0.003, 0.001, -0.007], [-0.007, -0.010, -0.001], [0.000, 0.000, -0.007], [0.007, 0.002, 0.007], [-0.013, -0.006, 0.000], [-0.001, 0.002, 0.004], [0.005, -0.007, 0.000], [-0.014, -0.007, 0.003], [0.005, 0.003, 0.001], [-0.005, 0.000, -0.001], [0.001, 0.001, 0.007], [0.009, -0.003, -0.004], [-0.010, -0.003, -0.001], [0.013, 0.002, 0.006], [-0.013, 0.011, 0.010], [0.003, 0.004, -0.044], [0.032, -0.036, 0.008], [-0.046, 0.019, 0.012], [0.012, -0.034, -0.006], [-0.040, 0.034, -0.032], [0.166, 0.061, -0.069], [-0.019, -0.075, 0.054], [0.015, 0.010, 0.012], [-0.037, 0.011, -0.016], [0.009, -0.008, -0.003], [-0.005, -0.002, 0.016], [0.002, 0.007, -0.006], [0.012, 0.013, -0.003], [-0.011, -0.003, 0.015], [0.008, -0.004, -0.014], [-0.003, -0.017, -0.014], [0.015, -0.002, -0.009], [-0.001, 0.008, 0.001], [-0.001, 0.001, 0.002], [0.000, 0.001, -0.002], [-0.001, 0.019, -0.004], [-0.007, 0.005, 0.006], [-0.015, -0.009, -0.008], [-0.006, -0.011, 0.026], [0.013, 0.007, -0.006], [0.001, 0.000, -0.005], [0.012, 0.006, -0.001], [0.007, 0.001, 0.007], [0.002, -0.005, -0.001], [-0.001, 0.004, 0.006], [0.002, 0.001, 0.002]]
}

{
  "formula": "C19H27N2O2PdSSi",
  "method": "the ωB97M-V functional and the def2-TZVPD basis",
  "e_tot_ha": -1814.78222,
  "homo_ev": -17.35,
  "orbital_gap_ev": 6.24,
  "relative_energy_kj_mol": 190.3,
  "charge": 3,
  "species": ["Pd", "C", "N", "C", "C", "C", "O", "H", "H", "H", "H", "H", "H", "H", "H", "H", "O", "H", "H", "S", "C", "N", "C", "C", "C", "C", "C", "C", "H", "H", "H", "H", "H", "C", "Si", "C", "C", "C", "C", "C", "C", "C", "H", "H", "H", "H", "H", "H", "H", "H", "H", "H", "H"],
  "positions_angstrom": [[-1.139593, 0.700724, 0.718959], [3.187959, -0.363403, 0.811079], [2.908757, 0.750013, -0.106090], [4.064373, 1.432501, -0.717953], [1.688891, 1.147742, -0.342999], [1.444462, 2.272564, -1.291401], [0.727704, 0.527242, 0.263552], [4.091847, -0.861793, 0.473293], [2.364532, -1.070500, 0.805155], [3.345744, 0.015131, 1.820858], [4.968553, 1.007055, -0.296277], [4.047686, 2.496412, -0.492274], [4.074484, 1.282764, -1.796369], [1.924903, 2.067012, -2.248405], [1.879662, 3.194183, -0.900757], [0.384282, 2.420140, -1.450681], [-2.997244, 0.594529, 1.623595], [-3.808713, 0.331912, 1.167757], [-3.236010, 1.266897, 2.280132], [-2.935260, 3.478465, -2.250936], [-2.378453, 2.037412, -1.575819], [-1.768683, 2.171922, -0.418615], [-1.719102, 3.497180, 0.021745], [-1.142172, 3.979353, 1.198021], [-1.208267, 5.335283, 1.431281], [-1.828092, 6.204617, 0.517702], [-2.391126, 5.736403, -0.648467], [-2.329562, 4.362234, -0.888234], [-2.501772, 1.086327, -2.072256], [-0.654470, 3.314781, 1.902240], [-0.774772, 5.743543, 2.334036], [-1.861063, 7.263174, 0.736013], [-2.864186, 6.407729, -1.352417], [-2.222514, -4.108755, 2.017821], [-1.593841, -3.829949, 0.325060], [-2.784391, -3.865289, -1.059358], [0.169142, -3.761620, 0.004952], [1.064154, -4.161266, 1.019213], [2.405361, -4.336821, 0.733756], [2.871670, -4.095433, -0.555144], [2.008137, -3.673777, -1.564587], [0.664118, -3.514075, -1.292234], [-2.452018, -5.179852, 2.103130], [-3.166693, -3.588430, 2.188989], [-1.511294, -3.863666, 2.804610], [-2.848879, -4.922657, -1.356232], [-2.463762, -3.319698, -1.946029], [-3.789885, -3.566250, -0.764437], [0.707817, -4.366952, 2.021478], [3.083983, -4.679766, 1.502920], [3.918581, -4.253882, -0.781443], [2.384554, -3.508876, -2.565097], [-0.009513, -3.232522, -2.092853]],
  "forces_ev_per_a": [[0.024, 0.400, 0.001], [-0.002, -0.001, -0.004], [-0.004, -0.021, -0.025], [-0.002, 0.004, 0.000], [0.026, 0.028, 0.054], [-0.002, 0.010, 0.003], [0.019, -0.068, -0.091], [0.000, 0.000, 0.000], [-0.001, -0.001, -0.002], [-0.001, -0.001, 0.001], [0.000, 0.005, 0.005], [-0.004, 0.001, -0.006], [0.004, -0.006, 0.001], [0.011, 0.007, 0.004], [-0.011, 0.004, 0.005], [0.003, -0.012, -0.004], [-0.013, -0.109, 0.059], [-0.011, 0.084, -0.032], [-0.001, 0.008, -0.005], [0.001, -0.016, -0.013], [0.042, 0.008, -0.022], [-0.085, 0.006, 0.044], [0.028, -0.001, 0.014], [-0.012, -0.003, -0.004], [-0.002, 0.003, 0.000], [0.001, 0.001, 0.000], [0.001, -0.008, -0.001], [0.011, 0.017, 0.010], [-0.009, -0.001, 0.003], [0.001, 0.003, 0.003], [0.002, -0.004, 0.001], [-0.002, 0.001, -0.004], [-0.001, 0.002, 0.002], [-0.011, -0.010, -0.010], [0.005, -0.476, 0.009], [0.008, 0.024, -0.023], [-0.004, 0.090, 0.016], [0.018, 0.030, 0.020], [-0.004, 0.018, -0.002], [-0.003, -0.001, 0.005], [0.003, 0.000, -0.003], [-0.015, -0.069, -0.015], [0.000, -0.002, -0.002], [0.008, 0.005, 0.005], [-0.004, 0.014, 0.001], [-0.006, 0.000, 0.004], [-0.008, 0.017, 0.008], [0.006, 0.026, -0.003], [-0.006, -0.006, -0.004], [0.002, 0.002, 0.000], [0.000, -0.005, 0.000], [-0.001, 0.001, 0.000], [0.003, 0.002, -0.003]]
}